A cluster of 21 separate species, C7H48BN2O21S in total in a non-equilibrium geometry. Source: the Open Molecules 2025 dataset; level of theory: the ωB97M-V functional and the def2-TZVPD basis.

Values from the calculation:
- Charge: +1
- Highest occupied orbital energy: -12.25 eV
- Total energy: -65514.5342 eV

Each line ends with the Mulliken charge.
Element x y z (Å)
C  -2.7373  -3.0056  -1.4160  -0.11
C  -2.2320  -1.7945  -1.2140  -0.35
N  -1.4962  -0.6972  -0.5085  0.37
C  -0.0369  -0.6068  -0.7009  -0.13
C  0.8386  0.5137  0.0471  -0.75
C  0.1165  1.5505  1.0253  0.14
S  1.0602  2.8756  1.9426  -0.25
C  -1.4760  1.4152  1.1838  -0.55
C  -2.1874  0.2464  0.3792  0.28
B  -3.8258  0.0554  0.5545  0.35
N  -4.6564  1.2747  0.2744  -0.49
O  -4.4193  -1.2095  0.9840  -0.55
H  -3.1508  -4.0891  -1.5229  0.37
H  0.4558  -1.3755  -1.4105  0.45
H  1.9895  0.5170  -0.1147  0.51
H  1.5958  2.3761  3.1292  0.18
H  -2.0720  2.1216  1.8829  0.58
H  -5.4232  1.3963  0.9670  0.28
H  -5.0184  1.1994  -0.6930  0.23
H  -4.9090  -1.6174  0.2252  0.29
O  -2.2979  4.7544  1.2293  -0.61
H  -2.5421  4.9006  0.3056  0.31
H  -1.6166  4.0713  1.1861  0.33
O  -7.4345  2.2809  1.3561  -0.63
H  -7.5742  3.0734  0.8210  0.31
H  -8.1614  2.2974  1.9926  0.31
O  1.5612  2.8278  5.3663  -0.58
H  0.8862  3.5190  5.3167  0.31
H  1.8157  2.8149  6.2984  0.29
O  -1.4704  -5.7350  -1.4122  -0.66
H  -0.9839  -4.9129  -1.2656  0.29
H  -1.0213  -6.1415  -2.1681  0.37
O  -2.2695  -6.6653  -3.7260  -0.66
H  -2.8632  -7.0395  -4.3901  0.30
H  -2.8535  -6.1505  -3.1554  0.36
O  -4.7764  -5.6493  -4.7134  -0.59
H  -4.9148  -4.8559  -5.2492  0.31
H  -5.5046  -5.6323  -4.0780  0.29
O  2.5871  4.7144  -0.4846  -0.63
H  2.4487  5.5065  -1.0245  0.32
H  1.8599  4.7349  0.1519  0.29
O  1.4620  -0.5186  -3.1622  -0.61
H  0.6927  -0.2984  -3.7048  0.32
H  2.1360  0.1143  -3.4452  0.31
O  1.4089  -2.5751  2.0471  -0.62
H  1.2645  -1.7912  1.5059  0.30
H  0.6799  -2.5578  2.6816  0.31
O  1.9829  6.8011  -2.7397  -0.64
H  1.7181  6.2300  -3.4719  0.30
H  2.2776  7.6126  -3.1728  0.32
O  4.5727  -2.0076  2.8919  -0.71
H  5.0385  -2.2446  2.0770  0.32
H  3.6370  -2.0643  2.6511  0.36
O  6.3161  -4.4057  2.6984  -0.67
H  5.7239  -4.7846  2.0359  0.30
H  5.7286  -3.8884  3.2687  0.37
O  0.7601  5.9398  3.6657  -0.58
H  0.7712  6.8086  3.2427  0.30
H  0.9091  5.3226  2.9376  0.29
O  -5.8151  -3.9283  -1.6116  -0.61
H  -6.4920  -3.2400  -1.6614  0.30
H  -5.5657  -3.9435  -0.6777  0.33
O  4.8382  2.8137  0.2528  -0.57
H  4.1626  3.5060  0.2006  0.32
H  5.0916  2.8037  1.1850  0.31
O  6.9503  -0.7880  0.6924  -0.64
H  6.2738  -0.0995  0.6395  0.31
H  7.2018  -0.7978  1.6258  0.33
O  -5.3258  -3.3461  -6.9990  -0.63
H  -4.6469  -2.9257  -7.5428  0.31
H  -6.1379  -3.2344  -7.5106  0.32
O  7.2793  -4.2623  5.7128  -0.64
H  7.0369  -4.1184  4.7884  0.33
H  7.9633  -4.9431  5.6713  0.32
O  1.9554  -0.8462  4.2586  -0.55
H  2.2878  0.0230  4.5196  0.29
H  2.6954  -1.4428  4.4358  0.31
O  2.0301  7.5639  -5.4421  -0.60
H  2.7092  7.9822  -5.9881  0.30
H  1.2175  7.6755  -5.9533  0.31


A structure of composition C7H4AgAsF6NO4 in a non-equilibrium geometry. Source: the Open Molecules 2025 dataset; level of theory: the ωB97M-V functional and the def2-TZVPD basis.

Values from the calculation:
- Highest occupied orbital energy (alpha / beta): -11.43 / -11.27 eV
- Energy above the lowest of the compared OMol25 structures with the same formula, charge and spin: 0.0 kcal per mole
- <S²>: 0.76
- Total energy: -98147.4377 eV
- Spin multiplicity: 2

Each line ends with the Löwdin spin population.
Element x y z (Å)
Ag  -0.0151  1.1357  1.3861  0.38
O  -0.4856  -3.3400  -1.6025  0.00
C  -0.4794  -2.2025  -0.8046  0.00
O  -1.0963  -2.1184  0.2061  0.00
C  0.4834  -1.2478  -1.4063  0.01
C  1.1492  -1.6475  -2.6314  0.00
C  2.1017  -0.7643  -3.1250  0.00
C  2.2395  0.4883  -2.5366  0.00
C  1.4501  0.8451  -1.4353  0.01
N  0.6530  -0.0794  -0.8257  0.07
C  1.6377  2.2272  -0.8146  0.01
O  2.1193  3.1585  -1.5194  0.13
O  1.1941  2.4212  0.3577  0.36
H  -1.0865  -3.9838  -1.2340  0.00
H  0.9849  -2.6098  -3.0478  0.00
H  2.6132  -0.9902  -4.1000  0.00
H  3.0953  1.1939  -2.6993  0.00
F  -3.7942  0.4771  2.9336  0.00
As  -2.4000  1.0829  3.7481  0.00
F  -3.3296  2.2422  4.7593  0.00
F  -2.2510  2.2428  2.3657  0.01
F  -0.8224  1.7078  4.3118  0.00
F  -1.4101  -0.0935  2.7125  0.01
F  -2.5512  -0.1455  5.0015  0.00


A cluster of 2 separate species, C7H4ClFN2O2S in total in a non-equilibrium geometry. Source: the Open Molecules 2025 dataset; level of theory: the ωB97M-V functional and the def2-TZVPD basis.

Values from the calculation:
- Highest occupied orbital energy (alpha / beta): -8.29 / -8.29 eV
- Energy above the lowest of the compared OMol25 structures with the same formula, charge and spin: 0.0 kcal per mole
- Structure (SMILES): FN1C=c2sc(Cl)nc2=CC1.O=C=O
- Total energy: -40470.9699 eV

Each line ends with the natural charge from an NBO analysis.
Element x y z (Å)
C  -1.1883  1.6554  0.4986  -0.15
C  0.1477  -0.6224  -0.6388  -0.03
C  -1.8031  0.5403  0.1947  0.05
C  -1.1834  -0.5656  -0.4145  -0.21
C  -3.6323  -0.7056  0.0946  0.04
C  4.9166  -1.8515  0.1163  1.03
C  0.2553  1.7022  -0.0068  -0.31
N  -3.1473  0.3623  0.5636  -0.42
N  0.9862  0.5296  -0.3385  -0.05
O  4.8236  -1.9046  1.2702  -0.51
O  5.0854  -1.8947  -1.0293  -0.52
F  2.0464  0.0638  0.6144  -0.30
S  -2.4528  -1.7957  -0.7500  0.30
Cl  -5.1961  -1.1053  0.2127  0.14
H  -1.7013  2.4434  0.9778  0.24
H  0.7737  -1.4964  -0.8513  0.23
H  0.1941  2.1959  -1.0000  0.24
H  1.0756  2.4490  0.4864  0.26


A structure of composition C7H4CuF6N2O5S3 in a non-equilibrium geometry. Source: the Open Molecules 2025 dataset; level of theory: the ωB97M-V functional and the def2-TZVPD basis.

Values from the calculation:
- Charge: -2
- Highest occupied orbital energy (alpha / beta): -0.67 / -0.65 eV
- <S²>: 0.76
- Total energy: -113987.9552 eV
- Spin multiplicity: 2

Each line ends with the Löwdin spin population.
Element x y z (Å)
Cu  0.2197  0.7256  0.6754  0.02
O  -0.7732  -1.1167  -0.1109  0.00
N  -2.0636  -0.9190  -0.1356  0.00
C  -2.8410  -1.9259  -0.5845  0.00
C  -4.2107  -1.8414  -0.6446  0.00
C  -4.8171  -0.6511  -0.2334  0.00
C  -4.0253  0.3703  0.2278  0.00
C  -2.6165  0.2679  0.3096  0.00
S  -1.6612  1.5112  0.9598  0.00
H  -2.2870  -2.8045  -0.8783  0.00
H  -4.7858  -2.6877  -0.9939  0.00
H  -5.8947  -0.5407  -0.2732  0.00
H  -4.4479  1.3020  0.5770  0.00
F  2.7129  -0.8637  -2.6758  0.07
C  1.6622  -1.3291  -1.9656  0.40
F  1.7555  -2.6923  -2.0271  0.06
F  0.5598  -1.0132  -2.6841  0.07
S  1.9554  -0.4772  0.3453  0.17
O  1.5073  -0.1026  1.7666  0.13
O  3.4023  -0.7614  0.3727  0.04
N  1.7850  1.0124  -0.4265  0.02
S  2.5318  2.1137  0.4254  0.00
O  1.6586  2.7469  1.4000  0.00
O  3.2616  3.0464  -0.4074  0.00
C  4.0291  1.6306  1.5246  0.00
F  5.1282  1.3741  0.7972  0.00
F  3.9802  0.7762  2.5377  0.00
F  4.2745  2.8489  2.1218  0.00


A structure of composition C7H4LaN2O4 in a non-equilibrium geometry. Source: the Open Molecules 2025 dataset; level of theory: the ωB97M-V functional and the def2-TZVPD basis.

Values from the calculation:
- Charge: +3
- Highest occupied orbital energy: -21.02 eV
- Energy above the lowest of the compared OMol25 structures with the same formula, charge and spin: 160.1 kcal per mole
- Total energy: -19314.5111 eV

Each line ends with the Mulliken charge.
Element x y z (Å)
La  -0.5395  -0.3793  -1.1841  1.24
O  -1.0629  2.8692  -1.6025  0.09
C  -0.8682  1.7531  -1.6606  0.34
C  1.4928  -1.0739  -1.6722  0.34
O  2.5642  -1.4577  -1.6013  0.08
C  -2.1279  -1.7092  -1.6585  0.26
O  -3.0044  -2.4462  -1.6036  0.09
C  -0.4970  -0.3408  -3.5833  0.04
O  -0.5000  -0.3425  -4.7481  0.01
N  0.5329  -0.8120  1.6965  -0.11
C  0.7997  -0.2551  2.8843  -0.06
C  0.5763  1.1241  2.7618  -0.80
C  0.1682  1.3671  1.4536  -0.10
N  0.1633  0.1710  0.8574  -0.04
H  0.5919  -1.8039  1.4273  0.21
H  1.1177  -0.8145  3.7409  0.50
H  0.6912  1.8607  3.5211  0.44
H  -0.0985  2.2897  0.9713  0.45


An isolated molecule of C7H4N2O in a non-equilibrium geometry. Source: the Open Molecules 2025 dataset; level of theory: the ωB97M-V functional and the def2-TZVPD basis.

Values from the calculation:
- Highest occupied orbital energy: -10.11 eV
- Energy above the lowest of the compared OMol25 structures with the same formula, charge and spin: 0.0 kcal per mole
- Structure (SMILES): N#CC(C#N)=C/C=C\C=O
- Total energy: -12348.1271 eV

Each line ends with the natural charge from an NBO analysis.
Element x y z (Å)
C  -1.9956  1.2872  2.0698  0.24
C  -1.4112  3.2639  1.0321  0.26
C  -0.1673  -0.1727  0.3615  -0.17
C  0.9914  -0.8337  0.2841  -0.25
C  -0.2910  1.1746  0.2349  -0.09
C  2.1195  -0.0350  -0.1553  0.38
C  -1.0930  1.8486  1.0908  -0.22
N  -2.6012  0.9069  2.9490  -0.26
N  -1.5551  4.3732  0.8302  -0.26
O  2.2342  1.1120  0.2082  -0.50
H  -1.1207  -0.6716  0.5539  0.24
H  1.1702  -1.9009  0.3361  0.23
H  0.2222  1.8815  -0.3160  0.26
H  2.8152  -0.5734  -0.8110  0.13